{
  "formula": "C3H6ClP",
  "method": "ωB97M-V/def2-TZVPD",
  "elements": ["Cl", "P", "C", "C", "C", "H", "H", "H", "H", "H", "H"],
  "coordinates": [[-2.74626, -0.83458, -0.15103], [-1.79663, 1.86855, 0.07841], [0.62751, -0.59339, -0.72254], [-0.16743, -0.35654, 0.49124], [-1.52070, 0.23085, 0.23655], [1.64428, -0.81088, -0.50223], [0.45192, 0.96001, 1.30902], [0.22315, -1.35638, -1.30414], [0.59399, 0.35782, -1.31324], [-3.00232, 1.93399, -0.48310], [-0.15405, -1.24156, 1.21975]],
  "forces_ev_per_a": [[-1.236, -1.831, -0.386], [2.901, 0.872, 1.279], [0.496, 2.691, -0.532], [0.558, 2.521, 4.192], [0.576, 0.964, -0.262], [0.854, -0.286, 0.227], [-1.280, -3.596, -2.043], [-0.787, -1.469, -1.055], [0.192, -0.887, 0.222], [-2.096, -0.464, -0.774], [-0.178, 1.483, -0.868]],
  "e_tot_ha": -919.31614
}